[1]
The following is a quantum chemistry calculation of an isolated molecule of C5H10O2, from the Open Molecules 2025 dataset.

Positions of all 17 atoms, in Å:
O  -0.80  -0.25  1.29
O  -0.16  -0.19  -0.88
C  -2.40  0.42  -0.37
C  2.11  0.49  -0.64
C  1.03  -0.46  -0.17
C  -1.24  -0.49  -0.04
C  0.61  -0.25  1.30
H  0.97  0.72  1.67
H  3.04  0.32  -0.10
H  -2.75  0.23  -1.39
H  0.99  -1.05  1.95
H  2.30  0.35  -1.71
H  1.78  1.52  -0.48
H  -3.23  0.25  0.32
H  -2.06  1.46  -0.30
H  1.33  -1.51  -0.32
H  -1.51  -1.55  -0.13

- Total charge: 0
- ΔE to the lowest compared entry with this formula, charge and spin: 28.8 kcal per mole
- E: -346.97959 a.u.
- HOMO: -9.8 eV
- M: 102.1 u
- Frontier orbital gap: 10.921 eV


[2]
The following is a quantum chemistry calculation of an isolated molecule of C5H10O2 in a non-equilibrium geometry, from the Open Molecules 2025 dataset.

Positions of all 17 atoms, in Å:
O  -0.96  -1.78  0.54
O  0.59  0.73  -0.71
C  1.51  1.40  0.06
C  -1.64  0.65  0.12
C  -1.14  -0.78  -0.49
C  0.37  -0.64  -0.69
C  0.45  -1.55  0.56
H  -0.99  1.54  0.33
H  1.05  2.34  0.41
H  0.78  -1.08  1.50
H  -2.02  0.39  1.10
H  -1.71  -1.24  -1.33
H  1.02  -2.48  0.40
H  1.85  0.83  0.93
H  -2.39  1.08  -0.54
H  2.34  1.64  -0.60
H  0.87  -1.05  -1.57

- Total charge: 0
- ΔE to the lowest compared entry with this formula, charge and spin: 90.4 kcal per mole
- E: -346.88136 a.u.
- HOMO: -9.5 eV
- M: 102.1 u
- Frontier orbital gap: 10.458 eV


[3]
The following is a quantum chemistry calculation of a cluster of 2 separate species, C5H10O2 in total in a non-equilibrium geometry, from the Open Molecules 2025 dataset.

Positions of all 17 atoms, in Å:
O  -0.06  1.33  -0.44
O  -2.63  0.26  -1.41
C  0.37  -1.52  -1.24
C  1.18  1.09  1.49
C  0.65  0.43  0.28
C  1.01  -0.81  -0.10
C  0.64  0.96  2.70
H  0.74  1.80  3.38
H  -0.41  -2.22  -0.95
H  1.94  1.85  1.35
H  -0.12  -0.81  -1.93
H  -3.45  0.42  -1.88
H  -2.33  -0.59  -1.77
H  1.09  -2.03  -1.88
H  -0.60  0.85  -1.09
H  0.10  0.08  3.04
H  1.89  -1.12  0.45

- Total charge: 0
- ΔE to the lowest compared entry with this formula, charge and spin: 65.2 kcal per mole
- E: -346.92156 a.u.
- HOMO: -8.3 eV
- M: 102.1 u
- Frontier orbital gap: 8.846 eV


[4]
The following is a quantum chemistry calculation of a cluster of 2 separate species, C5H10O2 in total, from the Open Molecules 2025 dataset.

Positions of all 17 atoms, in Å:
O  -0.83  1.42  0.78
O  -2.71  -0.34  -0.32
C  0.39  0.85  0.54
C  -1.90  -1.43  -0.51
C  -1.57  -2.22  0.49
C  1.34  1.46  -0.16
C  2.76  1.01  -0.31
H  -1.92  -2.03  1.51
H  2.91  0.00  0.08
H  -1.48  0.72  0.90
H  3.43  1.67  0.24
H  0.56  -0.12  1.00
H  -0.96  -3.10  0.32
H  1.07  2.41  -0.60
H  -2.62  0.27  -1.06
H  3.11  1.02  -1.35
H  -1.56  -1.58  -1.53

- Total charge: 0
- ΔE to the lowest compared entry with this formula, charge and spin: 59.1 kcal per mole
- E: -346.93119 a.u.
- HOMO: -8.5 eV
- M: 102.1 u
- Frontier orbital gap: 9.280 eV


[5]
The following is a quantum chemistry calculation of a structure of composition C5H10O2 in a non-equilibrium geometry, from the Open Molecules 2025 dataset.

Positions of all 17 atoms, in Å:
O  0.15  -1.18  1.21
O  -0.18  1.33  1.40
C  -0.49  1.58  0.13
C  -0.53  0.31  -0.69
C  0.84  -0.33  -0.93
C  -1.28  -0.65  0.18
C  1.25  -1.05  0.34
H  0.22  2.29  -0.25
H  1.66  -2.02  0.10
H  0.78  -1.05  -1.74
H  -1.44  -1.65  -0.19
H  1.57  0.40  -1.21
H  -1.05  0.45  -1.66
H  -2.17  -0.28  0.67
H  2.01  -0.50  0.87
H  -1.44  2.09  0.12
H  0.08  0.27  1.65

- Total charge: 0
- ΔE to the lowest compared entry with this formula, charge and spin: 81.0 kcal per mole
- E: -346.89636 a.u.
- HOMO: -9.2 eV
- M: 102.1 u
- Frontier orbital gap: 10.055 eV


[6]
The following is a quantum chemistry calculation of a cluster of 2 separate species, C5H10O2 in total in a non-equilibrium geometry, from the Open Molecules 2025 dataset.

Positions of all 17 atoms, in Å:
O  -0.76  -0.63  -0.63
O  -1.97  0.02  2.28
C  0.70  1.06  -1.38
C  0.08  -1.16  1.50
C  -0.21  -0.08  -1.83
C  1.21  0.54  -0.04
C  0.14  -0.42  0.40
H  -1.04  0.24  -2.47
H  -1.31  0.35  1.65
H  1.46  1.33  0.68
H  2.11  -0.07  -0.18
H  0.63  -0.90  2.40
H  -0.59  -2.01  1.56
H  0.36  -0.86  -2.35
H  -2.41  -0.66  1.75
H  0.12  1.98  -1.24
H  1.50  1.26  -2.09

- Total charge: 0
- ΔE to the lowest compared entry with this formula, charge and spin: 51.1 kcal per mole
- E: -346.94398 a.u.
- HOMO: -8.5 eV
- M: 102.1 u
- Frontier orbital gap: 9.367 eV